DFT (wB97M-V/def2-TZVPD) results for a molecular structure, C5H6N2O.

Properties
F_max: 7.2 eV Å⁻¹
gap between HOMO and LUMO: 10.2 eV
E_tot: -378.68961 a.u.
energy above the lowest of the compared OMol25 structures with the same formula, charge and spin: 4.934 eV
E_LUMO: 0.64 eV
HOMO level: -9.54 eV

Geometry as ORCA input:
```
! wB97M-V def2-TZVPD RIJCOSX def2/J DEFGRID3
* xyz 0 1
C 1.22524 -0.24022 -0.13108
C -0.65544 0.99976 -0.29019
C -0.54544 0.83699 1.15485
C -0.00673 -0.66397 0.61278
C -1.09754 -0.29309 -0.28954
H 2.02058 -1.65629 0.57425
H 1.08378 1.95725 -0.52806
H -0.95354 1.86730 -0.74068
H 0.32834 1.28379 1.88378
H -1.53020 1.10634 1.65480
H -0.05531 -1.82343 0.99358
N 2.36089 -0.67750 -0.05588
N 0.71984 0.95681 -0.85337
O -1.99741 -1.06587 -0.47673
*
```